ORCA calculation (the ωB97M-V functional and the def2-TZVPD basis) on a cluster of 13 separate species, C28H62N6O7S7 in total.

Values from the calculation:
* HOMO-LUMO gap: 8.34 eV
* DFT total energy: -129151.6657 eV
* charge: 0

Each line ends with the Löwdin charge.
Atoms and positions in Å:
C  -9.2003  15.5602  -16.9455  -0.248
S  -9.1093  17.3617  -17.0772  0.829
O  -7.6244  17.5724  -17.2915  -0.571
C  -9.8860  17.4829  -18.7114  -0.250
H  -8.2114  15.1370  -17.1239  0.059
H  -9.8566  15.0197  -17.6274  0.054
H  -9.4362  15.2801  -15.9185  0.043
H  -9.2626  16.9130  -19.4007  0.060
H  -9.7884  18.5194  -19.0333  0.023
H  -10.9241  17.1550  -18.6871  0.061
C  0.0695  21.1949  -16.4734  -0.233
S  -0.0060  19.8395  -17.7330  0.841
O  -1.2882  20.0436  -18.5395  -0.590
C  1.4587  20.3075  -18.7432  -0.251
H  0.8454  20.8628  -15.7834  0.049
H  -0.8332  21.0319  -15.8828  0.013
H  0.0319  22.2190  -16.8402  0.066
H  1.1611  21.1345  -19.3873  0.055
H  1.7577  19.4569  -19.3549  0.044
H  2.3143  20.5478  -18.1127  0.051
C  -2.5531  15.5106  -12.0679  -0.259
S  -4.2113  15.3291  -11.2665  0.871
O  -4.8629  14.3142  -12.2343  -0.599
C  -4.8905  16.9862  -11.7986  -0.225
H  -1.9016  16.3412  -11.7995  0.011
H  -2.7518  15.5949  -13.1377  0.029
H  -2.0765  14.5313  -12.0255  0.047
H  -4.0182  17.6268  -11.9240  0.009
H  -5.5672  17.2575  -10.9900  0.035
H  -5.3740  16.9756  -12.7744  0.039
C  0.9008  18.7092  -11.5488  -0.243
S  -0.6298  18.7097  -10.4601  0.815
O  -0.5888  19.9195  -9.5749  -0.565
C  -1.7650  19.1772  -11.8176  -0.280
H  0.9412  19.6330  -12.1284  0.039
H  0.8300  17.9837  -12.3613  0.043
H  1.8358  18.5509  -11.0146  0.046
H  -1.2219  19.9956  -12.2911  0.042
H  -2.7499  19.4387  -11.4383  0.027
H  -1.6395  18.3714  -12.5422  0.005
C  -7.9279  20.8141  -19.6232  -0.257
S  -7.2454  19.5424  -20.7403  0.819
O  -6.9018  20.0431  -22.1292  -0.558
C  -5.7387  19.0931  -19.7876  -0.251
H  -8.5223  21.4832  -20.2477  0.058
H  -7.1668  21.5600  -19.3847  0.022
H  -8.4168  20.3659  -18.7611  0.035
H  -5.0481  19.9321  -19.8849  0.020
H  -5.2000  18.2815  -20.2764  0.053
H  -5.8693  18.9116  -18.7219  0.027
C  -4.5928  23.9771  -17.6010  -0.227
S  -3.8724  22.3695  -18.1185  0.822
O  -4.8740  21.3198  -17.7411  -0.577
C  -4.0260  22.6930  -19.9389  -0.218
H  -5.5226  24.0734  -18.1611  0.056
H  -3.8610  24.7702  -17.7411  0.063
H  -4.8111  23.7139  -16.5662  0.007
H  -3.4972  23.6407  -20.0384  0.049
H  -5.0858  22.7245  -20.1888  0.050
H  -3.5237  21.9191  -20.5176  0.051
C  -5.3942  19.6319  -15.2565  -0.234
S  -5.2130  21.3422  -14.5361  0.840
O  -5.6971  21.2639  -13.0950  -0.583
C  -3.3632  21.3613  -14.6549  -0.237
H  -5.1315  18.7960  -14.6094  0.043
H  -4.5682  19.6440  -15.9704  -0.002
H  -6.2434  19.5085  -15.9274  0.036
H  -3.0374  21.4699  -15.6890  0.003
H  -3.0838  20.3834  -14.2610  0.028
H  -2.8590  22.1451  -14.0904  0.054
C  -7.9881  22.5426  -16.6318  -0.071
C  -8.9775  21.6272  -16.0460  -0.271
N  -9.6874  20.8914  -15.5972  0.165
H  -8.5472  23.0751  -17.4010  0.088
H  -7.1498  21.9667  -17.0260  0.036
H  -7.4951  23.2250  -15.9401  0.069
C  -3.2422  17.5810  -17.5077  -0.058
C  -2.8194  17.5836  -16.1393  -0.277
N  -2.4342  17.6013  -15.0555  0.169
H  -4.2335  17.2032  -17.7483  0.090
H  -2.4448  17.0808  -18.0603  0.096
H  -3.0506  18.5960  -17.8637  0.056
C  -8.2044  18.1196  -13.8890  -0.083
C  -8.9660  18.8416  -12.8404  -0.229
N  -9.4915  19.4113  -11.9682  0.141
H  -8.3888  17.0442  -13.8690  0.080
H  -7.1160  18.0987  -13.8480  0.043
H  -8.4686  18.4676  -14.8869  -0.003
C  -5.5949  20.2034  -9.3482  -0.076
C  -4.7912  21.0388  -10.1748  -0.287
N  -4.0650  21.7346  -10.7558  0.157
H  -5.0548  19.2791  -9.1401  0.081
H  -6.4417  19.9105  -9.9718  0.072
H  -5.9861  20.6262  -8.4249  0.081
C  -8.1277  22.4788  -11.3048  -0.087
C  -8.3496  22.0709  -9.9198  -0.269
N  -8.5251  21.6687  -8.8089  0.116
H  -7.5487  23.3962  -11.3998  0.081
H  -9.0837  22.6624  -11.7967  0.082
H  -7.6932  21.6314  -11.8350  0.034
N  -3.5146  25.4618  -12.6863  0.017
C  -3.5151  26.7023  -13.2971  -0.116
C  -4.3871  26.6155  -14.4002  -0.098
C  -5.0500  25.3803  -14.2294  -0.156
C  -4.4728  24.6547  -13.2557  -0.144
H  -3.0346  25.2073  -11.8371  0.148
H  -2.8838  27.5177  -12.9804  0.099
H  -4.5884  27.3787  -15.1354  0.086
H  -5.7392  25.1218  -15.0205  0.077
H  -4.6723  23.6688  -12.8628  0.076